[1]
A molecular structure, C31H28ClNO3P2PtS. Source: the Open Molecules 2025 dataset; level of theory: wB97M-V/def2-TZVPD.

Output
E_LUMO, eV: -7.79
E_HOMO, eV: -14.76
Frontier orbital gap, eV: 6.9663

```
! wB97M-V def2-TZVPD RIJCOSX def2/J DEFGRID3
* xyz 2 1
Pt -1.31728 0.36705 -1.61948
N 1.18897 -1.11566 -0.90611
P 0.72536 -0.00734 -2.16463
C 1.92480 1.30819 -2.00956
C 1.60330 2.53553 -2.60067
C 2.53137 3.56031 -2.62129
C 3.78391 3.37004 -2.05387
C 4.11207 2.15550 -1.46785
C 3.18661 1.12608 -1.43544
C 0.90433 -0.78156 -3.74391
C -0.05907 -1.69305 -4.19448
C 0.13950 -2.35470 -5.39022
C 1.27862 -2.09811 -6.14641
C 2.21900 -1.17271 -5.71768
C 2.03759 -0.50683 -4.51756
P 0.29576 -1.07720 0.48990
C -1.14516 -2.06953 0.37378
C -2.36838 -1.66122 0.90508
C -3.44485 -2.53000 0.87041
C -3.29550 -3.79651 0.31636
C -2.07244 -4.20452 -0.20153
C -0.98690 -3.34585 -0.17324
C 1.35147 -1.57275 1.80605
C 2.59930 -0.95282 1.96011
C 3.36359 -1.21535 3.08107
C 2.86933 -2.05805 4.07023
C 1.63090 -2.66286 3.93215
C 0.85558 -2.41020 2.81031
H 2.18707 -1.24988 -0.78845
H 0.62387 2.69057 -3.03579
H 2.27769 4.50681 -3.07840
H 4.50904 4.17270 -2.06612
H 5.09322 2.00685 -1.03799
H 3.49166 0.19373 -0.98257
H -0.95991 -1.87008 -3.62485
H -0.59751 -3.06319 -5.74245
H 1.42632 -2.61575 -7.08492
H 3.09316 -0.96550 -6.31922
H 2.76792 0.22163 -4.19068
H -2.46638 -0.69346 1.38446
H -4.39748 -2.22574 1.28177
H -4.13750 -4.47560 0.29693
H -1.96256 -5.19535 -0.62069
H -0.03236 -3.66164 -0.57623
H 2.96680 -0.25502 1.21581
H 4.33359 -0.75179 3.19719
H 3.45427 -2.23357 4.96339
H 1.26187 -3.32534 4.70303
H -0.11105 -2.88277 2.70274
C -4.61172 3.21799 4.59430
C -3.50414 2.92407 3.62923
C -2.17735 3.17324 3.98092
C -1.14111 2.90227 3.10816
C -1.45586 2.38078 1.85485
C -2.77066 2.10993 1.47361
C -3.78240 2.38597 2.36708
S -0.15650 2.02469 0.79222
O 1.10080 2.41680 1.30540
O -0.21841 0.33310 0.76720
O -0.49583 2.35384 -0.57120
H -4.41213 4.13148 5.15197
H -4.69534 2.40685 5.32143
H -5.56976 3.31253 4.08807
H -1.95316 3.58347 4.95708
H -0.11392 3.10567 3.37579
H -3.00358 1.72276 0.48847
H -4.80941 2.19309 2.08556
Cl -2.96307 -0.14201 -3.01862
*
```

Here are the natural (NBO) charges for atoms 1 to 8, given in e: number 1, Pt, carries 0.5139; number 2, N, carries -1.2844; number 3, P, carries 1.5228; number 4, C, carries -0.5054; number 5, C, carries -0.1499; number 6, C, carries -0.1915; number 7, C, carries -0.1386; number 8, C, carries -0.2148

***

[2]
A molecular structure, C23H19Cl2N4O5S3SeY. Source: the Open Molecules 2025 dataset; level of theory: wB97M-V/def2-TZVPD.

Output
E_LUMO, eV: 4.10
E_HOMO, eV: -2.50
Frontier orbital gap, eV: 6.5958

```
! wB97M-V def2-TZVPD RIJCOSX def2/J DEFGRID3
* xyz -2 1
Y 0.23833 -0.04071 0.00242
O -0.88108 -3.69036 -0.89318
C -0.93096 -2.57635 -1.39102
O 0.02923 -1.71204 -1.40727
C -2.22637 -2.14887 -2.09439
C -1.98941 -1.13646 -3.22069
C -3.24426 -1.05496 -4.11163
C -4.18287 -0.19698 -3.22617
C -3.31848 -0.02548 -1.96746
O -2.01369 0.11457 -2.53395
C -3.24942 -1.36980 -1.20804
C -2.94525 -1.14887 0.28707
O -3.82039 -1.42918 1.09722
O -1.81029 -0.61997 0.56849
H -2.68696 -3.06659 -2.46207
H -1.03926 -1.24611 -3.73747
H -3.64913 -2.04428 -4.33088
H -3.02203 -0.56025 -5.05831
H -5.14308 -0.67049 -3.01944
H -4.36767 0.77774 -3.68032
H -3.53486 0.84345 -1.35229
H -4.21872 -1.86690 -1.23576
C 1.47141 -4.29673 3.96224
S 1.60921 -2.61679 4.58334
C 1.12876 -1.63309 3.17247
S 0.70590 -2.35568 1.72122
N 1.17911 -0.36343 3.51067
N 0.98633 0.50086 2.47955
C 0.86565 1.72584 2.84584
C 1.06165 2.81421 1.89601
C 0.88068 4.14126 2.27615
C 1.22032 5.14189 1.38238
C 1.77351 4.79252 0.16246
C 1.91061 3.44287 -0.13436
N 1.53509 2.47674 0.68861
H 1.64307 -4.94742 4.82160
H 2.20885 -4.50285 3.18979
H 0.48009 -4.47977 3.55404
H 0.80957 1.96903 3.90605
H 0.47064 4.37257 3.25047
H 1.06547 6.18236 1.64074
H 2.07354 5.53870 -0.56096
H 2.32702 3.12230 -1.08118
Cl 0.90313 1.35917 -2.55077
C 0.14164 2.92931 -2.67710
C 0.58134 3.71003 -3.73049
C 0.07616 4.98767 -3.90842
C -0.86821 5.46003 -3.00890
C -1.28530 4.65861 -1.96433
Cl -2.45445 5.35098 -0.87157
C -0.81559 3.34481 -1.72531
S -1.38970 2.40333 -0.40590
H 1.32583 3.30519 -4.40291
H 0.41294 5.60526 -4.73053
H -1.28629 6.45292 -3.10485
Se 4.90583 -1.22266 -2.00694
C 3.49249 -0.68376 -1.00238
N 2.59671 -0.30435 -0.36452
*
```

Here are the natural (NBO) charges for atoms 1 to 8, given in e: number 1, Y, carries 1.7736; number 2, O, carries -0.6532; number 3, C, carries 0.8161; number 4, O, carries -0.8742; number 5, C, carries -0.3322; number 6, C, carries 0.0788; number 7, C, carries -0.4289; number 8, C, carries -0.4264

***

[3]
8 unconnected molecules or ions with the total composition C43H38Cl4F4O6. Source: the Open Molecules 2025 dataset; level of theory: wB97M-V/def2-TZVPD.

Output
E_LUMO, eV: 0.10
E_HOMO, eV: -7.96
Frontier orbital gap, eV: 8.0552
SMILES string: ClC(Cl)(Cl)Cl.Oc1ccc(O)cc1.Oc1ccc(O)cc1.Oc1ccc(O)cc1.Fc1ccccc1.Fc1ccccc1.Fc1ccccc1.Fc1ccccc1

```
! wB97M-V def2-TZVPD RIJCOSX def2/J DEFGRID3
* xyz 0 1
Cl 2.82536 -0.35426 -0.32935
C 1.69835 1.01257 -0.04670
Cl 2.55269 2.46195 0.57887
Cl 0.88403 1.23250 -1.49775
Cl 0.55469 0.45420 1.22166
O -1.96017 0.92335 -2.04792
C -3.09834 0.52949 -2.64525
C -4.02979 1.45424 -3.10502
C -5.15992 1.10266 -3.74927
C -5.40615 -0.24501 -4.00553
O -6.59910 -0.64390 -4.48608
C -4.53196 -1.23245 -3.55385
C -3.43083 -0.81164 -2.73777
H -1.72859 1.81086 -1.76455
H -3.87159 2.50237 -2.89821
H -5.87207 1.80218 -4.16149
H -6.92354 -1.46421 -4.10735
H -4.88184 -2.25373 -3.58521
H -2.75902 -1.59471 -2.41862
O -1.92162 3.73370 -1.77683
C -1.53830 4.42294 -0.61121
C -2.47510 4.93349 0.26657
C -2.06869 5.64408 1.38694
C -0.70634 5.84432 1.60963
O -0.35467 6.43879 2.78563
C 0.20470 5.23807 0.82590
C -0.20525 4.51230 -0.35538
H -1.36377 3.92568 -2.53415
H -3.53606 4.87734 0.07262
H -2.83028 6.18358 1.93037
H -1.01448 6.49795 3.48044
H 1.21881 5.25231 1.19709
H 0.43741 3.89770 -0.96830
O -2.29303 -0.31119 -9.57861
C -1.72842 -0.03626 -8.34723
C -0.61326 0.78534 -8.33040
C -0.00075 1.19841 -7.16496
C -0.47066 0.64708 -5.96633
O 0.00651 1.16780 -4.77678
C -1.58236 -0.23047 -5.95778
C -2.20241 -0.58137 -7.16760
H -2.96162 -0.94244 -9.30270
H -0.07522 1.11093 -9.20840
H 0.74936 1.97476 -7.13270
H -0.34301 0.62952 -4.06286
H -1.94024 -0.53455 -4.98523
H -3.02850 -1.27660 -7.14245
F -3.42840 1.59632 1.52902
C -3.82835 0.41186 1.02042
C -5.05277 0.22691 0.33896
C -5.37554 -1.04047 -0.15984
C -4.57547 -2.12878 0.07485
C -3.34321 -1.89433 0.68630
C -2.99216 -0.65593 1.13872
H -5.72335 1.02600 0.05934
H -6.28263 -1.17705 -0.72987
H -4.75111 -3.17908 -0.10521
H -2.68906 -2.74287 0.82219
H -2.02459 -0.47109 1.58149
F 9.18493 0.00868 2.17302
C 7.87398 -0.10867 2.42084
C 7.45564 -0.95345 3.47179
C 6.15185 -0.96355 3.84363
C 5.18883 -0.27912 3.09643
C 5.57912 0.62812 2.10082
C 6.95567 0.72140 1.82722
H 8.12908 -1.69252 3.88001
H 5.83289 -1.67890 4.58723
H 4.11535 -0.39372 3.12669
H 4.80976 1.17712 1.57824
H 7.30801 1.56001 1.24500
F -0.20801 1.07149 5.97003
C -0.09426 -0.29712 5.79696
C -0.32382 -0.74095 4.53246
C -0.11075 -2.10238 4.26882
C 0.35002 -2.97916 5.25733
C 0.63709 -2.51774 6.49247
C 0.23579 -1.21943 6.81362
H -0.55387 -0.03396 3.74909
H -0.22976 -2.55168 3.29395
H 0.61642 -3.99754 5.01576
H 1.03988 -3.17062 7.25267
H 0.42663 -0.94428 7.84041
F 2.57026 -2.35266 2.66093
C 3.52209 -3.23170 2.56963
C 4.51450 -3.17660 1.56431
C 5.53908 -4.13667 1.60667
C 5.52439 -5.17103 2.61295
C 4.50728 -5.16660 3.56285
C 3.57250 -4.14079 3.63628
H 4.45920 -2.44845 0.76861
H 6.45263 -4.11606 1.03100
H 6.25070 -5.96850 2.66703
H 4.43248 -5.94328 4.30956
H 2.72611 -4.35082 4.27337
*
```

Here are the Mulliken charges for atoms 1 to 8, given in e: number 1, Cl, carries -0.1322; number 2, C, carries 0.2032; number 3, Cl, carries -0.2091; number 4, Cl, carries -0.0204; number 5, Cl, carries -0.0779; number 6, O, carries 0.0367; number 7, C, carries -0.1409; number 8, C, carries 0.0227

***

[4]
A molecular structure, C54H56F3N8S2Ti. Source: the Open Molecules 2025 dataset; level of theory: wB97M-V/def2-TZVPD.

Output
E_LUMO (spin up / spin down), eV: 2.07 / 1.96
E_HOMO (spin up / spin down), eV: -3.17 / -3.16
Frontier orbital gap (spin up / spin down), eV: 5.2377 / 5.1209

```
! wB97M-V def2-TZVPD RIJCOSX def2/J DEFGRID3
* xyz -1 1
Ti -0.12649 -0.28308 0.33627
C -2.00322 -2.01074 -3.69186
C -1.12968 -2.59662 -2.57680
C -0.27772 -3.72322 -3.16712
C -1.96328 -3.03089 -1.38214
C -2.41066 -4.34921 -1.30862
C -3.24315 -4.76724 -0.28584
C -3.63143 -3.86388 0.68910
C -3.20043 -2.54441 0.66584
C -3.65977 -1.60816 1.77800
C -3.68681 -2.30706 3.14668
C -5.05937 -1.01926 1.54044
C -2.35793 -2.12738 -0.38250
N -1.93420 -0.75458 -0.47959
C -2.88371 0.02623 -1.09509
C -2.65564 1.39710 -1.49122
N -1.50168 1.97601 -1.43906
C -1.30042 3.28409 -1.94084
C -0.81736 3.48538 -3.24995
C -0.25761 4.73021 -3.55058
C -0.31428 5.79635 -2.67600
C -0.97930 5.63342 -1.47199
C -1.46367 4.39529 -1.07869
C -2.18931 4.29338 0.25473
C -3.59443 4.90910 0.16692
C -1.42071 4.96242 1.39672
C -0.89051 2.50616 -4.43540
C -1.73664 1.23531 -4.31005
C -1.45435 3.23497 -5.67113
C -3.90239 1.89120 -2.14868
C -4.26515 3.06968 -2.74574
C -5.52878 3.14757 -3.38361
C -6.37566 2.07220 -3.45383
C -6.00140 0.83022 -2.88014
C -6.72721 -0.38748 -2.96065
C -6.17187 -1.52278 -2.43429
C -4.91078 -1.54623 -1.78850
C -4.19215 -0.37524 -1.64434
C -4.77517 0.79154 -2.22394
H -1.38603 -1.75529 -4.55772
H -2.53311 -1.11451 -3.37497
H -2.74668 -2.74793 -4.00732
H -0.45609 -1.81106 -2.23173
H -0.88560 -4.40051 -3.77234
H 0.21973 -4.30889 -2.39537
H 0.48657 -3.29815 -3.82205
H -2.10920 -5.05782 -2.06922
H -3.57366 -5.79776 -0.23652
H -4.27298 -4.19630 1.49587
H -2.94967 -0.78041 1.82535
H -4.60010 -2.89731 3.26275
H -3.68080 -1.55475 3.93789
H -2.83048 -2.96252 3.29343
H -5.77304 -1.81374 1.30460
H -5.08048 -0.29335 0.73254
H -5.39737 -0.51940 2.45149
H 0.22332 4.86628 -4.51136
H 0.13092 6.74735 -2.94094
H -1.09241 6.48015 -0.80637
H -2.28866 3.23716 0.50014
H -3.54953 5.91943 -0.24928
H -4.03128 4.97396 1.16599
H -4.26631 4.31504 -0.45246
H -1.36547 6.04584 1.25873
H -0.40772 4.57352 1.47606
H -1.93527 4.77375 2.34105
H 0.14002 2.21024 -4.66221
H -2.80090 1.47542 -4.36529
H -1.58643 0.67930 -3.39571
H -1.50633 0.57921 -5.15327
H -2.46157 3.59812 -5.45125
H -1.52434 2.53871 -6.51044
H -0.85341 4.08377 -5.98937
H -3.61105 3.92968 -2.75102
H -5.82238 4.08503 -3.84035
H -7.32879 2.16064 -3.96298
H -7.69216 -0.41596 -3.45263
H -6.71357 -2.45825 -2.51395
H -4.55361 -2.49420 -1.41720
C 2.97045 -2.01731 4.83557
C 3.66829 -1.97495 3.64220
C 3.23748 -1.16894 2.59397
C 2.08589 -0.39562 2.71366
C 1.36442 -0.47619 3.90698
C 1.81060 -1.26268 4.95344
N 1.63961 0.39366 1.58380
N 2.78702 0.63034 0.75555
C 2.53134 0.59098 -0.52058
C 3.66016 0.73004 -1.41381
C 3.48362 0.68176 -2.75248
C 2.17532 0.50074 -3.28326
C 1.14700 0.37458 -2.40306
N 1.26768 0.40594 -1.05194
H 3.30803 -2.64222 5.65287
H 4.56100 -2.57539 3.51266
H 3.79464 -1.13665 1.67124
H 0.40759 0.01892 3.99018
H 1.22286 -1.30845 5.86222
H 4.62972 0.85624 -0.95287
H 4.33335 0.76878 -3.41969
H 1.98864 0.46983 -4.34727
H 0.14175 0.23322 -2.76295
F -0.52860 -5.60273 2.19178
C 0.69467 -5.07241 2.40304
F 0.66527 -4.47939 3.59962
F 1.54434 -6.12502 2.51934
C 1.11305 -4.16573 1.28226
C 2.01163 -4.62399 0.34792
C 2.39464 -3.80346 -0.71163
C 1.82135 -2.55786 -0.80580
N 0.92585 -2.10325 0.07655
C 0.56217 -2.86698 1.14014
S -0.51804 -2.06479 2.16338
H 2.42883 -5.61695 0.44656
H 3.10844 -4.13189 -1.45301
H 2.07877 -1.88901 -1.61894
N 1.06607 2.71429 0.89638
C 0.90959 1.76742 1.95056
N 1.43021 2.38486 3.14271
S -0.83877 1.26503 2.04786
H 2.03741 2.91830 0.69872
H 0.55644 2.47553 0.05800
H 2.44194 2.45146 3.08688
H 1.18748 1.87641 3.97667
*
```

Here are the Mulliken charges for atoms 1 to 8, given in e: number 1, Ti, carries -0.3505; number 2, C, carries -1.0771; number 3, C, carries 2.9410; number 4, C, carries -2.5372; number 5, C, carries 1.5486; number 6, C, carries -0.4739; number 7, C, carries -1.7785; number 8, C, carries -0.6334

***

For each record above, in turn, the calculated energy above the lowest of the compared OMol25 structures with the same formula, charge and spin values are 39.7; 14.2; 0.0; 17.8 kcal/mol.
For each record above, in turn, the calculated calculated total energy values are -85402.605; -164305.728; -118448.398; -121772.040 eV.